Record 1
Entry from the Open Molecules 2025 dataset: a cluster of 5 separate species, H10O5 in total (ωB97M-V with the def2-TZVPD basis set).

Structure (XYZ):
```
15
Properties=species:S:1:pos:R:3
O 0.880 1.066 2.564
H 1.178 0.328 2.032
H 0.077 1.362 2.135
O 0.527 0.020 -0.641
H 0.258 0.836 -0.219
H -0.170 -0.601 -0.431
O 1.922 -1.673 -2.661
H 2.148 -1.486 -3.572
H 1.761 -0.814 -2.272
O -1.561 -1.441 0.439
H -1.576 -1.547 1.390
H -1.568 -2.334 0.097
O -0.944 2.026 0.543
H -1.203 1.882 -0.368
H -1.729 2.378 0.963
```

Output
Net charge ... -1
⟨S²⟩ ... 0.750
HOMO-LUMO gap (alpha / beta) ... 0.1034 / 0.4001 Eh
HOMO energy (alpha / beta) ... 0.643 / -7.482 eV
LUMO energy (alpha / beta) ... 3.46 / 3.40 eV
Multiplicity ... 2
Energy relative to the best compared isomer or geometry (same formula, charge and spin) ... 11.0 kcal/mol

Atomic partial charges in e from the Mulliken method, atoms 1 to 8:
1. O -1.136
2. H 0.423
3. H 0.361
4. O -0.977
5. H 0.657
6. H 0.144
7. O -0.635
8. H 0.307

=====

Record 2
Entry from the Open Molecules 2025 dataset: a structure of composition C20H30NO3PPbS (ωB97M-V with the def2-TZVPD basis set).

Structure (XYZ):
```
57
Properties=species:S:1:pos:R:3
C -3.841 -1.164 -3.281
C -2.901 -0.180 -3.610
C -1.848 0.155 -2.717
C -1.774 -0.489 -1.490
C -2.803 -1.355 -1.110
C -3.797 -1.781 -2.030
C -0.870 1.207 -3.172
C -0.885 2.556 -2.440
N -1.252 2.538 -1.023
Pb 0.279 -0.583 -0.327
C -2.881 -1.903 0.288
P -2.488 -0.628 1.524
H -2.961 0.328 -4.590
H -4.545 -2.555 -1.761
H -4.628 -1.426 -3.995
H -2.286 -2.797 0.479
H -3.930 -2.150 0.526
H 0.140 0.799 -3.158
H -1.088 1.435 -4.225
H 0.128 2.978 -2.497
C -2.246 -1.640 2.983
C -4.108 0.076 1.686
H -1.576 3.244 -2.959
C -2.672 2.584 -0.753
C -0.498 3.490 -0.227
H 0.022 -2.201 0.544
H -3.078 3.571 -1.024
H -3.195 1.810 -1.318
H -2.835 2.427 0.314
H -0.806 4.525 -0.457
H -0.686 3.305 0.834
H 0.572 3.344 -0.392
H -4.761 -0.694 2.117
H -4.177 0.931 2.350
H -4.573 0.321 0.725
H -3.221 -2.070 3.225
H -1.510 -2.433 2.752
H -1.934 -0.998 3.819
H -1.158 0.060 1.392
C 6.440 -2.586 3.004
C 5.660 -1.673 2.108
C 6.260 -0.617 1.414
C 5.495 0.239 0.609
C 4.116 0.021 0.502
C 3.531 -1.002 1.231
C 4.292 -1.852 1.999
S 3.060 1.027 -0.534
O 2.179 1.748 0.410
O 3.877 1.786 -1.440
O 2.283 -0.028 -1.337
H 7.205 -3.088 2.408
H 6.929 -2.073 3.839
H 5.777 -3.357 3.431
H 7.333 -0.421 1.517
H 5.980 1.048 0.082
H 2.470 -1.161 1.204
H 3.783 -2.646 2.549
```

Output
HOMO-LUMO gap ... 0.2280 Eh
HOMO energy ... -6.644 eV
LUMO energy ... -0.44 eV
Energy relative to the best compared isomer or geometry (same formula, charge and spin) ... 7.3 kcal/mol

Atomic partial charges in e from the Mulliken method, atoms 1 to 8:
1. C -0.762
2. C -0.813
3. C 0.495
4. C -0.078
5. C 0.918
6. C -0.822
7. C -1.024
8. C -0.773

=====

Record 3
Entry from the Open Molecules 2025 dataset: a structure of composition C4H16KN8O4 (ωB97M-V with the def2-TZVPD basis set).

Structure (XYZ):
```
33
Properties=species:S:1:pos:R:3
K 0.391 -2.004 0.644
C -0.231 -4.446 -4.521
O 0.369 -4.680 -3.515
N 0.273 -3.847 -5.572
N -1.449 -4.804 -4.720
H -0.257 -3.486 -6.353
H 1.243 -3.570 -5.549
H -1.812 -4.172 -5.419
H -2.079 -5.202 -4.038
C 3.827 0.102 3.939
O 3.941 -1.101 3.648
N 3.444 1.058 3.189
N 4.098 0.683 5.046
H 3.483 2.033 3.447
H 3.895 0.935 2.293
H 4.080 1.691 4.992
H 4.451 0.171 5.842
C -2.359 1.482 4.525
O -2.320 0.442 3.935
N -3.409 2.148 4.613
N -1.272 1.778 5.206
H -3.527 2.989 5.160
H -3.947 1.767 3.848
H -0.645 1.020 5.435
H -1.173 2.733 5.520
C -1.173 1.793 -3.548
O -1.321 1.164 -2.557
N -0.016 1.891 -4.115
N -2.108 2.524 -4.055
H -0.118 2.008 -5.113
H 0.618 1.178 -3.785
H -2.953 2.674 -3.522
H -1.942 3.049 -4.901
```

Output
Net charge ... +1
HOMO-LUMO gap ... 0.3079 Eh
HOMO energy ... -11.699 eV
LUMO energy ... -3.32 eV
Energy relative to the best compared isomer or geometry (same formula, charge and spin) ... 135.8 kcal/mol

Atomic partial charges in e from the Mulliken method, atoms 1 to 8:
1. K 0.980
2. C 0.599
3. O -0.652
4. N -0.379
5. N -0.360
6. H 0.172
7. H 0.211
8. H 0.185

=====

Record 4
Entry from the Open Molecules 2025 dataset: a cluster of 8 separate species, C41H57NO11 in total (ωB97M-V with the def2-TZVPD basis set).

Structure (XYZ):
```
110
Properties=species:S:1:pos:R:3
C 2.681 -0.515 4.527
C 1.878 0.288 4.141
C 0.808 1.157 3.753
C -0.059 1.606 4.742
C -1.115 2.444 4.454
C -1.353 2.881 3.155
C -2.505 3.805 2.908
C -2.120 5.307 2.777
C -0.630 5.615 2.873
C -0.340 7.032 2.375
C 1.156 7.328 2.392
O 1.410 8.707 2.170
C 1.469 9.073 0.796
C 0.579 10.285 0.553
C -0.503 2.403 2.154
C 0.580 1.563 2.432
C 1.481 1.111 1.326
O 2.648 0.908 1.573
C 0.865 0.968 -0.025
C -0.219 1.804 -0.282
C -0.888 1.750 -1.496
C -0.449 0.858 -2.448
C 0.628 0.006 -2.210
C 0.991 -0.985 -3.300
C -0.249 -1.703 -3.858
C -1.172 -2.290 -2.806
N -2.221 -3.112 -3.416
C -2.340 -4.448 -2.874
C -2.692 -4.604 -1.401
C -2.320 -5.801 -0.794
C -2.524 -6.057 0.548
C -3.134 -5.093 1.335
C -3.532 -3.907 0.751
C -3.332 -3.664 -0.598
O -3.787 -2.446 -1.098
C 1.326 0.065 -1.011
C 2.532 -0.812 -0.774
C 2.243 -2.167 -0.158
C 2.617 -2.411 1.157
C 2.404 -3.650 1.745
C 1.813 -4.670 1.010
C 1.440 -4.437 -0.309
C 0.848 -5.553 -1.131
C 1.647 -3.198 -0.872
C -0.694 2.787 0.729
O -1.189 3.832 0.368
H 3.350 -1.219 4.952
H 0.097 1.297 5.764
H -1.778 2.777 5.236
H -2.965 3.498 1.970
H -3.277 3.685 3.662
H -2.540 5.728 1.868
H -2.597 5.834 3.604
H -0.010 4.939 2.296
H -0.337 5.524 3.915
H -0.868 7.779 2.962
H -0.626 7.041 1.321
H 1.597 7.038 3.340
H 1.638 6.720 1.622
H 2.509 9.311 0.578
H 1.118 8.259 0.162
H 1.106 11.202 0.800
H -0.280 10.208 1.214
H 0.222 10.313 -0.473
H -1.732 2.405 -1.645
H -0.974 0.842 -3.392
H 1.434 -0.421 -4.122
H 1.728 -1.697 -2.952
H -0.797 -1.045 -4.525
H 0.078 -2.536 -4.472
H -0.602 -2.894 -2.099
H -1.653 -1.516 -2.210
H -3.102 -2.627 -3.427
H -3.000 -5.042 -3.505
H -1.354 -4.907 -2.982
H -1.813 -6.545 -1.395
H -2.186 -6.989 0.975
H -3.280 -5.310 2.383
H -4.016 -3.138 1.335
H -4.643 -2.596 -1.510
H 3.002 -0.993 -1.740
H 3.274 -0.312 -0.176
H 3.103 -1.638 1.731
H 2.709 -3.859 2.759
H 1.667 -5.635 1.472
H 0.378 -5.177 -2.036
H 0.097 -6.082 -0.553
H 1.634 -6.264 -1.369
H 1.354 -3.025 -1.896
O -1.077 -5.024 4.100
H -1.199 -4.546 3.272
H -1.397 -4.418 4.775
O 0.759 -4.457 -5.849
H 0.914 -5.325 -6.241
H -0.078 -4.555 -5.378
O 1.923 4.548 3.924
H 1.936 3.918 3.195
H 2.528 4.168 4.570
O 2.048 -6.414 -4.141
H 2.276 -6.281 -3.214
H 1.781 -5.540 -4.469
O -1.992 1.163 -5.360
H -2.746 0.924 -5.908
H -1.373 1.579 -5.969
O 3.008 3.419 -1.362
H 2.072 3.511 -1.150
H 3.452 3.459 -0.509
O 1.607 -8.112 -2.912
H 1.212 -8.022 -3.787
H 2.005 -8.988 -2.916
```

Output
HOMO-LUMO gap ... 0.2921 Eh
HOMO energy ... -8.709 eV
LUMO energy ... -0.76 eV
SMILES ... C#Cc1ccc(CCCCCOCC)c2c1C(=O)c1c(ccc(CCCNCc3ccccc3O)c1Cc1cccc(C)c1)C2=O.O.O.O.O.O.O.O

Atomic partial charges in e from the Mulliken method, atoms 1 to 8:
1. C -0.128
2. C -0.941
3. C 1.204
4. C -0.908
5. C -0.600
6. C 0.991
7. C -1.487
8. C -0.902